The following is a quantum chemistry calculation of 6 unconnected molecules or ions with the total composition C32H57O14 in a non-equilibrium geometry, from OMol25.

Structure (XYZ):
```
103
C32H57O14, DFT wB97M-V/def2-TZVPD
C 5.827 -7.988 2.310
C 4.634 -7.387 1.695
C 4.723 -6.580 0.689
C 3.669 -6.036 0.135
C 2.499 -6.304 0.640
C 2.396 -7.105 1.665
C 3.448 -7.653 2.193
C 1.052 -7.357 2.233
O 0.747 -8.451 2.673
C 0.172 -6.191 2.163
C -0.811 -5.882 3.275
O -1.321 -6.846 3.893
O -0.960 -4.693 3.417
C 0.290 -5.420 1.117
C 1.264 -5.715 0.107
O 1.097 -5.523 -1.092
H 5.947 -9.010 2.027
H 6.710 -7.431 2.078
H 5.707 -7.920 3.370
H 5.683 -6.340 0.298
H 3.756 -5.365 -0.683
H 3.329 -8.293 3.029
H -0.337 -4.559 1.047
C 6.387 -0.578 0.988
O 5.063 -0.116 0.828
C 4.203 -1.083 0.236
C 3.318 -1.741 1.263
O 4.070 -2.553 2.148
C 4.274 -1.962 3.416
H 6.922 0.153 1.592
H 6.417 -1.547 1.493
H 6.887 -0.660 0.015
H 4.781 -1.834 -0.309
H 3.574 -0.554 -0.488
H 2.612 -2.399 0.743
H 2.739 -0.994 1.812
H 3.340 -1.946 3.986
H 4.667 -0.945 3.328
H 4.997 -2.575 3.951
C 0.788 0.576 -5.861
O -0.058 0.576 -4.730
C 0.050 -0.621 -3.967
C 0.876 -0.427 -2.721
O 2.238 -0.166 -3.030
C 2.566 1.203 -2.888
H 0.770 1.578 -6.286
H 1.817 0.320 -5.595
H 0.421 -0.130 -6.616
H 0.468 -1.425 -4.578
H -0.962 -0.912 -3.671
H 0.843 -1.351 -2.135
H 0.460 0.378 -2.106
H 2.583 1.480 -1.827
H 1.858 1.846 -3.419
H 3.560 1.358 -3.303
C -1.632 3.257 -3.174
O -2.053 4.185 -2.185
C -3.462 4.210 -2.006
C -3.877 3.472 -0.757
O -3.643 2.080 -0.868
C -2.485 1.650 -0.170
H -0.548 3.183 -3.123
H -2.062 2.268 -3.010
H -1.910 3.615 -4.172
H -3.972 3.800 -2.882
H -3.757 5.261 -1.908
H -4.954 3.606 -0.606
H -3.361 3.884 0.115
H -2.655 1.692 0.910
H -1.614 2.257 -0.428
H -2.288 0.616 -0.449
C -0.615 6.578 -1.183
O 0.419 7.542 -1.020
C 0.141 8.772 -1.660
C -0.304 9.826 -0.674
O -1.570 9.519 -0.114
C -1.490 8.993 1.197
H -0.396 5.739 -0.528
H -1.591 6.992 -0.915
H -0.642 6.216 -2.211
H -0.613 8.643 -2.443
H 1.069 9.107 -2.136
H -0.406 10.782 -1.199
H 0.447 9.950 0.111
H -1.195 9.774 1.907
H -0.782 8.163 1.254
H -2.480 8.631 1.468
C -7.845 -0.732 2.990
O -7.542 -0.746 1.610
C -6.608 0.253 1.233
C -5.222 -0.312 1.039
O -4.663 -0.744 2.261
C -4.685 -2.160 2.436
H -8.427 -1.626 3.209
H -6.939 -0.742 3.600
H -8.448 0.149 3.243
H -6.584 1.060 1.972
H -6.956 0.673 0.282
H -4.575 0.478 0.656
H -5.237 -1.124 0.305
H -3.966 -2.638 1.767
H -5.683 -2.568 2.254
H -4.389 -2.379 3.456
```

Orbital gap: 6.7 eV
Highest occupied orbital energy: -4.75 eV
Net charge: -1
Max |F|: 5.09 eV/Å
LUMO level: 1.93 eV

The following is a quantum chemistry calculation of a gas-phase ion, C32H57Si (charge +1) in a non-equilibrium geometry, from OMol25.

Structure (XYZ):
```
90
C32H57Si, DFT wB97M-V/def2-TZVPD
C -1.586 0.205 -5.382
C -0.887 1.485 -4.898
C -1.629 2.689 -5.518
C 0.595 1.506 -5.341
C 1.251 2.721 -5.568
C 2.581 2.741 -5.991
C 3.261 1.535 -6.195
C 2.613 0.318 -5.954
C 1.298 0.312 -5.478
H -1.428 0.074 -6.461
H -1.203 -0.686 -4.874
H -2.667 0.276 -5.193
H -1.427 2.755 -6.597
H -2.712 2.562 -5.383
H -1.340 3.643 -5.055
H 0.729 3.670 -5.419
H 3.068 3.705 -6.148
H 4.299 1.547 -6.530
H 3.116 -0.634 -6.126
H 0.810 -0.630 -5.230
C -2.988 -6.954 0.744
C -2.994 -5.540 1.313
C -2.539 -4.503 0.292
C -2.503 -3.083 0.847
C -2.034 -2.067 -0.194
C -2.041 -0.612 0.315
Si -0.376 0.259 0.299
C -0.544 1.850 1.300
C -0.984 1.642 2.768
C -2.181 2.507 3.165
C -2.687 2.293 4.602
C -1.762 2.798 5.708
C -2.377 2.679 7.103
C 0.859 -0.856 1.183
C 2.239 -0.266 1.487
C 3.066 -1.222 2.356
C 4.475 -0.706 2.624
C 5.326 -1.647 3.474
C 6.752 -1.141 3.670
C 0.311 0.631 -1.505
C 0.744 2.121 -1.677
C -0.185 2.742 -2.729
C -0.970 1.551 -3.410
C -0.567 0.364 -2.625
H -3.323 -7.668 1.500
H -3.656 -7.035 -0.120
H -1.980 -7.243 0.427
H -4.003 -5.284 1.660
H -2.329 -5.489 2.185
H -1.537 -4.776 -0.069
H -3.213 -4.530 -0.576
H -3.509 -2.805 1.193
H -1.845 -3.056 1.729
H -1.036 -2.364 -0.549
H -2.695 -2.139 -1.070
H -2.708 -0.015 -0.324
H -2.466 -0.562 1.330
H 0.437 2.350 1.311
H -1.233 2.535 0.782
H -1.220 0.584 2.971
H -0.141 1.888 3.433
H -1.907 3.562 3.028
H -3.018 2.305 2.482
H -3.652 2.811 4.695
H -2.877 1.223 4.761
H -0.818 2.241 5.677
H -1.518 3.851 5.514
H -1.684 3.072 7.852
H -3.309 3.251 7.174
H -2.593 1.635 7.359
H 0.385 -1.192 2.119
H 0.983 -1.757 0.562
H 2.781 -0.066 0.549
H 2.151 0.702 2.004
H 2.543 -1.373 3.313
H 3.115 -2.203 1.861
H 4.977 -0.535 1.661
H 4.403 0.267 3.132
H 4.843 -1.772 4.451
H 5.350 -2.635 2.996
H 7.325 -1.861 4.259
H 7.262 -1.008 2.710
H 6.764 -0.184 4.202
H 1.194 -0.035 -1.484
H 0.671 2.707 -0.756
H 1.801 2.146 -1.990
H -0.944 3.378 -2.247
H 0.376 3.373 -3.427
H -2.038 1.720 -3.159
H -0.890 -0.648 -2.881
```

Orbital gap: 6.8 eV
Highest occupied orbital energy: -12.02 eV
Relative energy (zero: lowest compared OMol25 entry of this formula, charge and spin): 0.0 kcal/mol
Net charge: +1
Max |F|: 2.64 eV/Å
LUMO level: -5.23 eV

The following is a quantum chemistry calculation of 3 unconnected molecules or ions with the total composition C32H58ClN4O7S in a non-equilibrium geometry, from OMol25.

Structure (XYZ):
```
103
C32H58ClN4O7S, DFT wB97M-V/def2-TZVPD
C -2.359 -5.568 -0.150
C -1.082 -6.480 -0.231
C 0.174 -5.793 -0.879
O 0.304 -4.385 -0.605
C 1.255 -4.103 0.427
C 0.647 -2.937 1.246
C -0.264 -3.167 2.337
S -0.622 -4.919 2.752
N -0.910 -2.295 3.115
N -0.575 -1.077 2.790
O -1.193 -0.117 3.539
C -2.466 0.261 2.923
C -3.664 -0.669 3.281
O -4.764 -0.205 2.478
C -4.962 -1.038 1.336
C -5.728 -2.386 1.673
C 0.267 -0.645 1.855
C 0.525 0.875 1.709
C 1.558 1.346 2.776
O 2.678 1.001 2.759
Cl 1.039 2.489 4.053
C 0.954 -1.551 0.964
O 1.786 -1.184 -0.007
H -2.817 -5.721 0.856
H -2.163 -4.483 -0.272
H -3.119 -5.899 -0.896
H -0.848 -6.958 0.750
H -1.338 -7.337 -0.905
H 0.037 -5.885 -1.985
H 1.090 -6.365 -0.596
H 1.530 -4.991 1.032
H 2.157 -3.686 -0.090
H 0.396 -5.208 3.618
H -2.720 1.279 3.308
H -2.296 0.374 1.827
H -3.998 -0.604 4.337
H -3.444 -1.719 2.963
H -5.597 -0.468 0.617
H -4.012 -1.268 0.784
H -5.067 -3.230 1.354
H -6.698 -2.477 1.150
H -5.799 -2.450 2.780
H -0.408 1.479 1.767
H 0.972 1.131 0.717
H 2.180 -0.308 0.172
C 3.505 4.391 2.995
C 4.231 5.032 1.784
C 5.742 5.117 2.064
C 6.114 6.212 3.062
C 5.522 7.552 2.643
C 4.010 7.492 2.386
N 3.629 6.363 1.485
O 3.970 6.696 0.256
C 3.269 7.368 3.735
C 3.542 8.848 1.835
C 4.017 4.027 0.641
H 3.385 3.317 2.870
H 4.045 4.524 3.934
H 2.497 4.792 3.116
H 6.279 5.309 1.129
H 6.105 4.153 2.432
H 5.780 5.941 4.068
H 7.202 6.292 3.119
H 5.738 8.299 3.412
H 6.038 7.895 1.739
H 2.195 7.233 3.583
H 3.399 8.274 4.329
H 3.629 6.554 4.362
H 4.075 9.138 0.929
H 3.721 9.639 2.566
H 2.471 8.836 1.615
H 2.953 3.927 0.399
H 4.385 3.036 0.920
H 4.547 4.303 -0.272
C -1.131 -0.783 -4.128
C -1.615 -2.100 -3.466
C -0.755 -3.278 -3.956
C -1.066 -3.702 -5.389
C -2.558 -3.955 -5.568
C -3.431 -2.779 -5.110
N -3.066 -2.297 -3.743
O -3.531 -3.169 -2.870
C -3.308 -1.626 -6.129
C -4.910 -3.188 -5.197
C -1.335 -1.899 -1.970
H -0.410 -0.256 -3.499
H -0.631 -0.948 -5.083
H -1.955 -0.085 -4.284
H -0.909 -4.143 -3.301
H 0.305 -3.020 -3.876
H -0.717 -2.944 -6.096
H -0.509 -4.612 -5.625
H -2.764 -4.181 -6.618
H -2.830 -4.858 -5.008
H -3.847 -0.739 -5.787
H -3.740 -1.915 -7.089
H -2.282 -1.338 -6.346
H -5.131 -4.082 -4.613
H -5.181 -3.417 -6.229
H -5.563 -2.382 -4.853
H -1.926 -1.067 -1.568
H -0.283 -1.666 -1.793
H -1.551 -2.787 -1.377
```

Orbital gap (alpha / beta): 5.6 / 6.3 eV
Highest occupied orbital energy (alpha / beta): -10.37 / -11.08 eV
Net charge: +1
Max |F|: 3.30 eV/Å
Spin multiplicity: 3
LUMO level (alpha / beta): -4.78 / -4.78 eV

The following is a quantum chemistry calculation of 3 unconnected molecules or ions with the total composition C32H58F2N2O17PS2 in a non-equilibrium geometry, from OMol25.

Structure (XYZ):
```
114
C32H58F2N2O17PS2, DFT wB97M-V/def2-TZVPD
C 5.790 -1.859 1.469
C 5.608 -0.738 0.368
O 4.298 -0.189 0.548
C 3.361 -0.947 -0.231
C 1.883 -0.454 -0.070
C 1.069 -1.819 -0.260
O 1.309 -2.439 -1.296
O 0.254 -2.221 0.617
C 1.777 -0.176 1.468
O 1.916 -0.862 2.396
O 1.509 1.196 1.550
C 1.211 1.809 0.280
C -0.201 2.452 0.527
C -1.087 1.670 1.578
C -0.980 2.348 2.978
F -1.166 1.437 4.023
P 2.332 3.326 0.386
O 1.949 4.341 -0.642
O 2.112 4.077 1.846
O 3.926 2.941 0.332
C 1.423 0.791 -0.925
C 2.501 1.357 -1.944
C 2.445 0.594 -3.309
O 2.685 -0.530 -3.463
F 2.066 1.336 -4.423
S 0.002 0.509 -2.085
C -1.472 -0.057 -1.170
C -2.117 -1.172 -2.084
O -1.670 -1.375 -3.160
O -3.167 -1.957 -1.654
C -4.262 -1.161 -1.180
C -4.470 -1.462 0.373
C -4.362 -0.130 1.204
O -3.375 -2.304 0.787
C -3.788 -3.442 1.437
O -4.401 -3.357 2.460
C -3.443 -4.844 0.877
S -2.500 -4.856 -0.698
H 5.369 -2.818 1.106
H 6.858 -1.929 1.759
H 5.166 -1.522 2.328
H 6.362 0.073 0.466
H 5.749 -1.190 -0.640
H 3.373 -2.006 0.126
H 3.708 -0.978 -1.286
H -0.150 3.499 0.910
H -0.820 2.526 -0.397
H -2.143 1.812 1.242
H -0.916 0.576 1.585
H -1.823 3.080 3.058
H -0.052 2.953 3.077
H 2.121 5.029 1.639
H 4.279 3.404 -0.449
H 3.531 1.312 -1.541
H 2.290 2.419 -2.205
H -2.199 0.778 -1.100
H -1.264 -0.542 -0.191
H -4.180 -0.084 -1.418
H -5.167 -1.565 -1.695
H -5.427 -1.986 0.584
H -4.272 0.756 0.540
H -5.207 0.012 1.907
H -3.434 -0.195 1.814
H -2.879 -5.454 1.610
H -4.397 -5.375 0.678
H -1.579 -3.846 -0.664
C 0.646 -6.714 7.046
O 0.244 -5.378 6.815
C 1.334 -4.495 6.551
C 1.308 -4.018 5.107
N 1.647 -5.099 4.187
C 1.398 -4.774 2.778
C -0.045 -4.516 2.352
O -0.886 -5.673 2.433
C -1.454 -5.903 3.710
H -0.229 -7.274 7.379
H 1.023 -7.178 6.130
H 1.410 -6.766 7.829
H 2.299 -4.947 6.804
H 1.197 -3.626 7.203
H 2.029 -3.204 4.984
H 0.306 -3.621 4.909
H 1.101 -5.918 4.425
H 1.771 -5.621 2.193
H 2.008 -3.909 2.502
H -0.018 -4.236 1.300
H -0.497 -3.667 2.875
H -1.646 -4.972 4.252
H -0.815 -6.563 4.303
H -2.407 -6.419 3.568
C 0.998 6.701 -6.844
O 0.117 7.303 -5.911
C -1.229 7.380 -6.370
C -2.128 6.452 -5.567
N -1.850 5.053 -5.874
C -2.497 4.107 -4.964
C -2.074 4.134 -3.493
O -0.740 3.720 -3.268
C 0.234 4.742 -3.410
H 2.014 6.819 -6.468
H 0.793 5.632 -6.950
H 0.930 7.190 -7.821
H -1.310 7.184 -7.444
H -1.558 8.411 -6.200
H -3.174 6.671 -5.804
H -1.963 6.672 -4.505
H -0.851 4.899 -5.831
H -2.284 3.107 -5.351
H -3.582 4.243 -5.027
H -2.701 3.406 -2.966
H -2.269 5.101 -3.013
H -0.150 5.725 -3.125
H 0.619 4.765 -4.433
H 1.070 4.499 -2.754
```

Orbital gap: 7.6 eV
Highest occupied orbital energy: -5.51 eV
Net charge: -1
Max |F|: 4.14 eV/Å
LUMO level: 2.12 eV

Which formula does entry 1 have?
C32H57O14